(a)
13
Properties=species:S:1:pos:R:3:mulliken_charge:R:1 method="wB97M-V/def2-TZVPD" homo_lumo_gap_ev=10.55 e_lumo_ev=0.56 homo_energy_ev=-9.99 smiles="CN1CC(=O)SC1=O"
C -1.6539 -0.5408 0.0035 -0.96
N -0.3603 0.1093 0.0039 0.06
C 0.8541 -0.6690 0.0042 -0.45
C 2.0381 0.2786 0.0003 0.39
O 3.1873 -0.0822 -0.0039 -0.52
S 1.4846 1.9696 0.0017 -0.15
C -0.2576 1.4706 -0.0063 0.62
O -1.1679 2.2535 0.0026 -0.56
H -1.7395 -1.1794 0.8868 0.31
H -1.7920 -1.1845 -0.8869 0.30
H -2.4153 0.2128 -0.0233 0.32
H 0.9093 -1.3389 -0.8720 0.32
H 0.9131 -1.2997 0.8892 0.32



(b)
13
Properties=species:S:1:pos:R:3:mulliken_charge:R:1 method="wB97M-V/def2-TZVPD" homo_lumo_gap_ev=8.30 e_lumo_ev=0.56 homo_energy_ev=-7.75
C -1.0257 -1.4801 0.0330 -0.49
C -1.4216 -0.2412 0.0835 0.41
C 0.1858 0.8160 -0.1565 0.19
C 1.1237 -0.1415 0.0418 0.11
N 2.4752 0.0349 0.3190 -0.53
O -2.6149 0.3116 0.1768 -0.47
O 0.3114 2.1724 -0.0252 -0.52
S 0.7044 -1.8369 -0.1036 -0.20
H -1.5922 -2.3701 -0.1926 0.32
H 3.2139 -0.5636 -0.1820 0.24
H 2.4880 1.0131 0.2793 0.25
H -3.3662 -0.3230 0.2072 0.34
H -0.4818 2.6082 -0.4805 0.36



The data favor (a); the next most stable structure lies 4.017 eV above it.



(a)
21
Properties=species:S:1:pos:R:3:mulliken_charge:R:1 method="wB97M-V/def2-TZVPD" homo_lumo_gap_ev=10.82 e_lumo_ev=-7.38 homo_energy_ev=-18.19 total_charge=+2
C 0.5417 -0.2785 0.0199 0.26
C 2.6156 0.2162 0.7941 -0.47
C 2.6620 -0.0137 -0.7348 -0.52
C -1.9770 0.1116 1.3644 -1.42
C -1.3954 -0.4523 0.1314 0.29
N 1.2432 -0.2618 1.0940 -0.07
N 1.2028 -0.0550 -1.0718 -0.10
N -2.1025 0.1773 -1.0259 -0.21
H 3.4972 -0.3439 1.2552 0.35
H 2.8238 1.2514 0.9089 0.30
H 3.3025 0.7595 -1.1875 0.37
H 3.2717 -0.9804 -0.9221 0.29
H -3.1447 0.2689 1.2003 0.48
H -2.0351 -0.6553 2.2242 0.35
H -1.5850 1.0701 1.6904 0.39
H -1.3397 -1.5432 -0.1427 0.38
H 0.9587 -0.3360 2.0130 0.19
H 0.7165 0.0517 -1.9400 0.18
H -2.9748 0.2124 -0.6054 0.26
H -1.9860 -0.3006 -1.9265 0.38
H -1.9049 1.1337 -1.2164 0.33



(b)
21
Properties=species:S:1:pos:R:3:mulliken_charge:R:1 method="wB97M-V/def2-TZVPD" homo_lumo_gap_ev=11.14 e_lumo_ev=-7.62 homo_energy_ev=-18.76 smiles="C=C[C@@H](NC=[NH2+])[NH2+]C" total_charge=+2
C 0.0466 2.3687 -1.5041 -0.78
C 0.5738 1.6098 -0.5772 -0.41
C -0.0600 0.4924 0.0599 -0.25
N 0.7813 -0.7616 0.0677 -0.15
C 0.8449 -1.6958 -0.8757 0.02
N 0.2272 -1.8525 -2.0005 -0.25
N -0.4355 0.6374 1.5114 -0.10
C -0.9527 -0.6616 2.1160 -0.87
H 0.6025 3.2450 -1.7876 0.34
H -0.9626 2.2874 -1.6360 0.36
H 1.6982 1.6160 -0.4360 0.31
H -1.0904 0.2267 -0.4150 0.56
H 1.4994 -0.7590 0.7312 0.32
H 1.4474 -2.5111 -0.6097 0.45
H 0.0020 -2.7438 -2.4563 0.29
H -0.1163 -1.0389 -2.4935 0.26
H 0.2930 1.1407 1.9683 0.36
H -1.1557 1.3150 1.3619 0.39
H -1.7657 -1.0125 1.5711 0.38
H -0.2553 -1.3915 2.2086 0.42
H -1.2222 -0.5107 3.1955 0.35



The data favor (b); the next most stable structure lies 0.564 eV above it.



(a)
21
Properties=species:S:1:pos:R:3:mulliken_charge:R:1 method="wB97M-V/def2-TZVPD" homo_lumo_gap_ev="6.83 / 5.53" e_lumo_ev="-11.98 / -12.95" homo_energy_ev="-18.81 / -18.48" total_charge=+2
C 0.0108 -0.2062 0.2001 -0.26
C 2.1654 -0.3149 -0.5913 0.11
C 2.9514 -0.0725 0.6372 -1.12
C -2.3508 -0.3023 0.7658 -0.78
C -1.6648 -0.1975 -1.4883 -0.68
N 0.9875 -0.4090 -0.7866 -0.36
N -0.0936 1.2905 0.3858 -0.13
N -1.4358 -0.3186 -0.2164 0.26
H 0.2066 -0.7451 1.1277 0.55
H 2.8114 -0.6167 -1.3936 0.45
H 3.4405 0.9921 0.5492 0.33
H 3.8647 -0.6624 0.6864 0.36
H 2.2893 0.0013 1.4577 0.35
H -3.0442 -1.2143 0.6665 0.41
H -1.8143 -0.4611 1.7387 0.35
H -3.0839 0.5359 0.8983 0.40
H -0.8350 0.2020 -2.1694 0.40
H -1.5641 -1.3078 -1.8450 0.38
H -2.6963 0.2195 -1.7460 0.35
H -0.3977 1.5524 1.3496 0.33
H 0.2530 2.0348 -0.2262 0.31



(b)
21
Properties=species:S:1:pos:R:3:mulliken_charge:R:1 method="wB97M-V/def2-TZVPD" homo_lumo_gap_ev=6.65 e_lumo_ev=-12.77 homo_energy_ev=-19.41 smiles="[H]/N=[N+](/C=[NH2+])[C@@H](C)CC" total_charge=+2
H -1.5614 0.4481 -2.3912 0.36
N -1.8917 0.4568 -1.3700 -0.63
N -1.0881 -0.0085 -0.3461 0.57
C -1.7398 0.0249 0.9171 0.23
N -3.0130 0.0991 0.9025 -0.07
C 0.2949 -0.4139 -0.2781 0.36
C 0.7900 -0.8486 -1.6075 -1.65
C 1.1759 0.7471 0.3025 -0.61
C 2.2815 0.2283 1.2464 -1.07
H -1.0422 -0.2020 1.6910 0.45
H -3.6205 0.0410 1.6521 0.25
H -3.3730 0.3151 -0.0920 0.34
H 0.3336 -1.3851 0.3243 0.26
H 0.4965 -0.1204 -2.3357 0.51
H 0.4873 -1.8455 -1.7578 0.40
H 1.8638 -0.7586 -1.7364 0.40
H 1.4574 1.3509 -0.5254 0.43
H 0.4148 1.4079 0.8311 0.42
H 1.9648 0.0419 2.2598 0.36
H 2.8296 -0.6931 0.7866 0.32
H 2.9395 1.1147 1.5267 0.36



The data favor (b); the next most stable structure lies 1.246 eV above it.



(a)
28
Properties=species:S:1:pos:R:3:mulliken_charge:R:1 method="wB97M-V/def2-TZVPD" homo_lumo_gap_ev=7.62 e_lumo_ev=-0.83 homo_energy_ev=-8.45
C 1.7637 -1.9641 -1.1176 -1.31
C 1.9781 -1.3816 1.3486 -1.21
C -2.0911 0.7102 1.5786 -1.33
C -0.5021 2.5272 0.6109 -1.26
C -0.9738 0.8730 -2.6014 -0.92
C 1.6583 -0.8821 -0.0673 0.71
C -0.6174 1.0940 1.1771 0.75
N -0.7016 -0.2181 -1.7061 -0.05
Si -0.0439 -0.1375 -0.1951 -0.31
Cl -1.2785 -2.8464 1.5266 -0.59
H 1.0104 -2.7286 -0.7656 0.36
H 1.5904 -1.5857 -2.1371 0.34
H 2.7864 -2.5560 -1.2152 0.34
H 2.2377 -0.7182 2.2603 0.29
H 2.8180 -2.1392 1.5486 0.33
H 1.0898 -1.9840 1.7162 0.17
H -2.2783 -0.3654 2.0333 0.24
H -2.5614 1.4579 2.2751 0.37
H -2.6347 0.7888 0.7116 0.41
H -0.9977 3.3267 1.2985 0.34
H -1.0085 2.7594 -0.4206 0.19
H 0.6196 2.5825 0.3578 0.34
H -2.0559 1.1086 -2.5963 0.32
H -0.4625 1.7850 -2.3614 0.33
H -0.6851 0.6855 -3.6147 0.32
H 2.4609 -0.1778 -0.0505 0.27
H 0.1838 1.0383 2.0470 0.27
H -1.3043 -1.0523 -1.6414 0.29



(b)
28
Properties=species:S:1:pos:R:3:mulliken_charge:R:1 method="wB97M-V/def2-TZVPD" homo_lumo_gap_ev=9.32 e_lumo_ev=0.81 homo_energy_ev=-8.52
C -1.9620 -1.2432 1.3019 -1.33
C -1.2987 0.7087 -0.0461 -1.33
C -2.5464 -1.2357 -1.1170 -1.54
C 2.4586 1.7695 1.1522 -1.03
C 2.4004 1.2675 -1.1578 -0.79
C -0.0687 -1.3519 -0.6157 -1.82
C -1.4509 -0.8200 -0.1223 1.86
N 2.4098 0.7146 0.1393 0.25
Si 1.9066 -0.8549 0.5782 0.46
Cl 3.1169 -2.3602 -0.0270 -0.29
H -2.3891 -2.3084 1.2608 0.36
H -2.7902 -0.4359 1.4999 0.32
H -1.1842 -1.2377 2.1176 0.30
H -2.2733 1.2589 -0.2416 0.37
H -0.9759 0.9657 0.9608 0.33
H -0.5786 1.2682 -0.7720 0.10
H -3.2823 -0.5055 -1.3149 0.34
H -1.9188 -1.5030 -2.0162 0.39
H -3.0535 -2.0936 -0.7462 0.37
H 1.6034 2.5095 1.1566 0.29
H 2.4688 1.2184 2.0732 0.35
H 3.4451 2.3409 1.2303 0.33
H 1.4149 1.8232 -1.2139 0.24
H 3.1297 2.1714 -1.2796 0.29
H 2.4796 0.4947 -1.9606 0.26
H 0.0208 -2.4771 -0.5277 0.36
H 0.0996 -1.0393 -1.5556 0.71
H 1.8479 -1.0197 2.1409 -0.14



The data favor (b); the next most stable structure lies 1.791 eV above it.



(a)
15
Properties=species:S:1:pos:R:3:mulliken_charge:R:1 method="wB97M-V/def2-TZVPD" homo_lumo_gap_ev=8.58 e_lumo_ev=0.53 homo_energy_ev=-8.05 smiles="CC1=NN(C=O)C=NN1"
C -2.7370 -1.0162 0.0890 -1.02
C -1.4189 -0.3015 -0.1059 0.49
N -0.3280 -1.0068 -0.0655 -0.75
N 0.8341 -0.3261 -0.1515 0.45
C 2.0412 -0.9164 0.0307 0.19
O 3.0458 -0.2082 0.0965 -0.61
C 0.8028 1.0999 -0.0141 -0.13
N -0.2807 1.8106 0.0714 -0.70
N -1.4408 1.0995 0.0523 0.07
H -3.1833 -0.6603 1.0294 0.27
H -2.5810 -2.0638 0.1965 0.34
H -3.5839 -0.9642 -0.7139 0.27
H 1.8591 -2.0026 -0.0160 0.36
H 1.7944 1.4621 -0.2069 0.46
H -2.2916 1.6594 -0.4054 0.30



(b)
15
Properties=species:S:1:pos:R:3:mulliken_charge:R:1 method="wB97M-V/def2-TZVPD" homo_lumo_gap_ev=9.18 e_lumo_ev=0.55 homo_energy_ev=-8.63 smiles="NNC1=NC=CC=NO1"
N -0.9445 -0.4181 2.6745 -0.67
N -1.4424 -0.4393 1.3812 -0.03
C -0.6631 -0.4451 0.3012 0.68
N -1.1271 -0.2938 -0.9089 -0.65
C -0.2746 -0.1594 -1.9793 -0.08
C 0.9894 0.3426 -1.9488 -0.51
C 1.6076 0.8666 -0.7521 0.08
N 1.3900 0.5100 0.4714 -0.52
O 0.6713 -0.7373 0.5265 -0.22
H -0.5181 -1.3471 2.8181 0.28
H -0.2680 0.3509 2.8083 0.29
H -2.4062 -0.1582 1.2932 0.25
H -0.7437 -0.3853 -2.9355 0.40
H 1.5009 0.5512 -2.8920 0.32
H 2.2286 1.7622 -0.8580 0.38



The data favor (a); the next most stable structure lies 0.643 eV above it.